Entry 1:
The following is a DFT calculation (ωB97M-V/def2-TZVPD) of a single C5H10ClN molecule in a non-equilibrium geometry.

Frontier orbital gap   10.62 eV
SMILES   C=C(C)[C@@](C)(N)Cl
Multiplicity   1
Max |F|   2.98 eV Å⁻¹
Energy relative to the best compared isomer or geometry (same formula, charge and spin)   1.454 eV
Molar mass   119.595 Da
LUMO level   0.03005 Eh

```
17
C5H10ClN | OMol25 | ωB97M-V/def2-TZVPD
C -0.086 -1.929 -0.161
C 0.321 -0.753 0.229
C 1.778 -0.308 0.514
C -0.640 0.406 0.259
C -0.273 1.798 -0.352
N -2.028 0.082 -0.125
Cl -0.679 0.628 2.223
H -1.122 -2.169 -0.412
H 0.624 -2.673 -0.056
H 1.540 0.601 1.129
H 2.361 -1.049 1.026
H 2.307 -0.204 -0.500
H -0.776 2.548 0.246
H -0.718 2.041 -1.304
H 0.727 2.124 -0.490
H -2.673 0.260 0.598
H -2.004 -0.848 -0.426
```

Entry 2:
The following is a DFT calculation (ωB97M-V/def2-TZVPD) of 2 unconnected molecules or ions with the total composition C5H10FN2O2 in a non-equilibrium geometry.

Frontier orbital gap (alpha / beta)   9.05 / 9.05 eV
Multiplicity   1
Max |F|   3.52 eV Å⁻¹
Energy relative to the best compared isomer or geometry (same formula, charge and spin)   0.000 eV
Total charge   +1
Molar mass   149.145 Da
LUMO level (alpha / beta)   -0.13078 / -0.13079 Eh

```
20
C5H10FN2O2 | OMol25 | ωB97M-V/def2-TZVPD
C 0.340 -1.260 1.667
C 0.989 -1.425 0.680
C -1.533 1.423 1.146
C 0.588 1.689 -0.489
C -0.613 0.894 0.040
N -1.104 -0.152 -0.638
N 1.677 -1.877 -0.493
O -2.089 -0.794 -0.349
O -0.271 -0.687 -1.700
F 1.668 0.829 -0.836
H -0.053 -0.725 2.458
H -0.928 -0.894 -2.465
H -2.403 1.934 0.770
H -1.887 0.502 1.648
H -1.191 1.967 2.032
H 1.059 2.433 0.234
H 0.227 1.938 -1.473
H 1.037 -1.499 -1.187
H 1.822 -2.871 -0.389
H 2.663 -1.424 -0.656
```

Entry 3:
The following is a DFT calculation (ωB97M-V/def2-TZVPD) of a single C5H10FNO molecule in a non-equilibrium geometry.

Frontier orbital gap   10.18 eV
SMILES   CO[C@@H]1[C@@H](N)C[C@@H]1F
Multiplicity   1
Max |F|   1.27 eV Å⁻¹
Energy relative to the best compared isomer or geometry (same formula, charge and spin)   1.194 eV
Molar mass   119.139 Da
LUMO level   0.03451 Eh

```
18
C5H10FNO | OMol25 | ωB97M-V/def2-TZVPD
C -2.555 -0.612 -0.001
O -1.456 0.229 0.270
C -0.338 -0.143 -0.478
C 0.606 -1.050 0.358
N 1.657 -1.549 -0.493
C 1.147 0.243 1.014
C 0.750 0.923 -0.288
F 0.376 2.242 -0.299
H -2.356 -1.612 0.309
H -3.401 -0.301 0.630
H -2.789 -0.705 -1.083
H -0.498 -0.449 -1.522
H 0.053 -1.783 0.985
H 1.286 -2.321 -1.040
H 2.490 -1.883 0.022
H 2.196 0.279 1.312
H 0.521 0.674 1.790
H 1.494 0.768 -1.052
```

Entry 4:
The following is a DFT calculation (ωB97M-V/def2-TZVPD) of a single C5H10FNS molecule in a non-equilibrium geometry.

Frontier orbital gap   10.01 eV
SMILES   F[C@@H]1CCN[C@@H]1CS
Multiplicity   1
Max |F|   3.08 eV Å⁻¹
Energy relative to the best compared isomer or geometry (same formula, charge and spin)   0.422 eV
Molar mass   135.207 Da
LUMO level   0.03155 Eh

```
18
C5H10FNS | OMol25 | ωB97M-V/def2-TZVPD
F 0.514 -1.667 0.507
C 0.972 -0.304 0.375
C 1.413 0.300 1.743
C 0.067 0.900 2.388
N -0.986 0.557 1.403
C -0.303 0.543 0.127
C -1.137 -0.089 -1.013
S -0.238 -0.036 -2.577
H 1.711 -0.324 -0.436
H 2.077 1.064 1.458
H 1.936 -0.408 2.344
H 0.126 1.935 2.637
H -0.051 0.344 3.335
H -1.276 -0.396 1.562
H 0.070 1.468 -0.384
H -2.067 0.406 -1.196
H -1.341 -1.147 -0.880
H -1.174 0.636 -3.307
```

Entry 5:
The following is a DFT calculation (ωB97M-V/def2-TZVPD) of a gas-phase ion, C5H10IN2 (charge +1) in a non-equilibrium geometry.

Frontier orbital gap   8.76 eV
SMILES   CC1(C)N=C(I)C[NH2+]1
Multiplicity   1
Max |F|   9.19 eV Å⁻¹
Energy relative to the best compared isomer or geometry (same formula, charge and spin)   2.757 eV
Total charge   +1
Molar mass   225.053 Da
LUMO level   -0.15724 Eh

```
18
C5H10IN2 | OMol25 | ωB97M-V/def2-TZVPD
C -0.208 0.710 1.469
C 0.329 0.628 0.016
C -0.630 1.194 -1.066
N 1.600 1.071 -0.035
C 2.551 -0.088 -0.280
I 4.486 0.291 -0.050
C 1.786 -1.341 -0.529
N 0.419 -0.956 -0.221
H -0.059 1.735 2.073
H 0.432 0.042 2.064
H -1.170 0.319 1.495
H -0.260 1.155 -2.110
H -0.615 2.332 -0.860
H -1.594 0.817 -0.874
H 1.989 -1.746 -1.604
H 2.192 -2.295 0.043
H -0.397 -1.229 -0.843
H 0.082 -1.392 0.700
```

Entry 6:
The following is a DFT calculation (ωB97M-V/def2-TZVPD) of 2 unconnected molecules or ions with the total composition C5H10IN2 in a non-equilibrium geometry.

Frontier orbital gap   9.23 eV
Multiplicity   1
Max |F|   4.13 eV Å⁻¹
Energy relative to the best compared isomer or geometry (same formula, charge and spin)   2.488 eV
Total charge   +1
Molar mass   225.053 Da
LUMO level   -0.12329 Eh

```
18
C5H10IN2 | OMol25 | ωB97M-V/def2-TZVPD
C 1.686 1.109 -0.117
C -1.982 -0.722 -0.229
C -1.133 0.374 0.489
C -0.705 -1.602 -0.574
C 0.102 -0.239 1.092
N 1.957 2.333 -0.128
N 0.342 -1.390 0.451
I 2.805 -0.269 -1.206
H -2.589 -1.256 0.469
H -2.601 -0.424 -1.106
H -0.797 1.069 -0.199
H -1.566 0.972 1.185
H -0.869 -2.678 -0.696
H -0.265 -1.238 -1.618
H 0.591 0.171 1.993
H 2.597 2.785 -0.810
H 1.096 -2.047 0.635
H 1.329 3.051 0.369
```

Entry 7:
The following is a DFT calculation (ωB97M-V/def2-TZVPD) of a single C5H10IN3O4S2 molecule in a non-equilibrium geometry.

Frontier orbital gap (alpha / beta)   5.63 / 6.73 eV
Multiplicity   3
Max |F|   5.19 eV Å⁻¹
Molar mass   367.190 Da
LUMO level (alpha / beta)   -0.03747 / -0.09344 Eh

```
25
C5H10IN3O4S2 | OMol25 | ωB97M-V/def2-TZVPD
C 1.547 0.149 -0.819
C -0.632 -0.263 1.390
C -3.099 0.176 1.135
C 0.493 -1.182 1.120
C 1.755 -0.482 0.559
N 0.418 0.472 -1.112
N -1.930 -0.687 1.028
N 2.946 -1.291 0.481
O 2.597 0.370 -1.599
O -0.484 0.874 1.816
O 0.888 1.043 -3.571
O 0.050 2.807 -2.106
S -3.209 2.396 -1.387
S 0.099 1.417 -2.393
I -2.300 0.568 -2.558
H -3.636 -0.222 2.030
H -2.774 1.152 1.608
H -3.539 0.180 0.141
H 0.788 -1.479 2.098
H 0.151 -2.015 0.360
H 2.067 0.511 1.098
H -2.031 -1.222 0.163
H 3.452 0.088 -1.269
H 2.730 -2.306 0.606
H 3.651 -1.055 1.178
```

Entry 8:
The following is a DFT calculation (ωB97M-V/def2-TZVPD) of a single C5H10INO molecule in a non-equilibrium geometry.

Frontier orbital gap   8.75 eV
Multiplicity   1
Max |F|   5.23 eV Å⁻¹
Energy relative to the best compared isomer or geometry (same formula, charge and spin)   3.935 eV
Molar mass   227.045 Da
LUMO level   0.01924 Eh

```
18
C5H10INO | OMol25 | ωB97M-V/def2-TZVPD
C -1.033 0.142 0.438
C -0.437 1.032 -0.524
C -0.061 -1.636 -0.287
C 0.088 2.277 0.158
C 0.987 -1.964 0.768
N 0.735 0.324 -1.165
O 0.370 -1.058 -1.359
I -3.196 -0.079 0.186
H -0.892 0.071 1.542
H -1.227 1.224 -1.406
H -0.650 -2.589 -0.606
H -0.601 2.872 0.970
H 0.457 3.119 -0.400
H 0.933 1.857 0.810
H 1.772 -1.089 0.790
H 1.418 -2.836 0.410
H 0.482 -2.239 1.797
H 0.856 0.572 -2.123
```

Entry 9:
The following is a DFT calculation (ωB97M-V/def2-TZVPD) of a molecular structure, C5H10LuO3 in a non-equilibrium geometry.

Frontier orbital gap   7.16 eV
Multiplicity   1
Max |F|   3.86 eV Å⁻¹
Energy relative to the best compared isomer or geometry (same formula, charge and spin)   1.084 eV
Total charge   +1
Molar mass   293.099 Da
LUMO level   -0.17667 Eh

```
19
C5H10LuO3 | OMol25 | ωB97M-V/def2-TZVPD
C 1.314 -2.617 0.771
O 0.740 -1.554 0.043
C -0.697 -1.625 -0.179
C -1.096 -0.474 -1.079
H 2.387 -2.409 0.847
H 0.874 -2.681 1.779
H 1.140 -3.562 0.233
H -1.209 -1.684 0.795
H -0.862 -2.602 -0.663
H -1.592 -1.044 -1.880
H -1.789 0.336 -1.361
O 1.087 1.772 1.115
C 0.221 2.681 1.000
C -0.371 2.926 -0.320
O 0.483 2.452 -1.287
Lu 1.208 0.506 -0.765
H 0.131 3.453 1.784
H -0.531 4.021 -0.421
H -1.437 2.105 -0.410
```

Entry 10:
The following is a DFT calculation (ωB97M-V/def2-TZVPD) of a gas-phase ion, C5H10N (charge +1) in a non-equilibrium geometry.

Frontier orbital gap   6.86 eV
SMILES   C=[NH+]/C=C\CC
Multiplicity   1
Max |F|   7.11 eV Å⁻¹
Energy relative to the best compared isomer or geometry (same formula, charge and spin)   4.814 eV
Total charge   +1
Molar mass   84.142 Da
LUMO level   -0.27696 Eh

```
16
C5H10N | OMol25 | ωB97M-V/def2-TZVPD
C 1.622 0.148 0.916
N 1.557 -0.253 -0.500
C 0.689 0.212 -1.479
C -0.647 0.285 -1.211
C -1.218 -0.577 -0.117
C -1.502 0.223 1.204
H 2.005 1.171 0.849
H 2.409 -0.529 1.348
H 2.353 -0.636 -1.019
H 1.086 0.442 -2.474
H -1.398 0.615 -1.931
H -2.090 -1.233 -0.366
H -0.359 -1.158 0.204
H -1.501 -0.290 2.175
H -2.458 0.798 1.137
H -0.547 0.782 1.261
```

> What is the formula in the seventh record?

C5H10IN3O4S2

> The lowest molar mass belongs to which entry?

C5H10N